C11H7FeNO3S as an isolated structure at a distorted geometry. Source: OMol25; level of theory: wB97M-V/def2-TZVPD.

Each line ends with the Mulliken charge.
Atoms and positions in Å:
S: -1.634 2.520 -0.567  -0.03
C: -3.255 2.731 -0.728  0.44
N: -4.418 2.940 -0.845  -0.43
O: 3.858 -0.413 1.368  -0.41
C: 2.726 -0.446 1.074  -0.01
Fe: 1.074 -0.128 0.726  0.18
C: 0.785 0.764 2.276  0.56
O: 0.618 1.475 3.184  -0.34
C: 1.629 1.402 0.033  0.20
O: 1.878 2.516 -0.238  -0.37
C: -1.415 0.038 -0.094  -0.31
C: -1.107 -0.079 -1.468  -0.17
C: 0.069 -0.596 -1.984  -0.76
C: 1.124 -1.009 -1.098  0.27
C: 0.912 -2.014 -0.071  -0.45
C: -0.225 -2.048 0.707  -0.97
C: -0.840 -0.774 0.945  -0.67
H: -2.252 0.652 0.329  0.31
H: -1.844 0.243 -2.204  0.38
H: 0.239 -0.591 -3.072  0.40
H: 2.130 -0.942 -1.554  0.57
H: 1.723 -2.740 0.051  0.42
H: -0.507 -2.922 1.296  0.37
H: -1.268 -0.577 1.933  0.82

The calculation puts the HOMO energy (spin up / spin down) at -6.708 / -9.462 eV. As for the spin multiplicity: 5. The frontier orbital gap (spin up / spin down) comes out at 7.02 / 6.42 eV. The value obtained for the total energy is -2365.488032 Ha.